The following is a quantum chemistry calculation of a molecular structure, C27H36GeN2PPtS in a non-equilibrium geometry, from the Open Molecules 2025 dataset.

The geometry in XYZ format:
```
69
Properties=species:S:1:pos:R:3:nbo_charge:R:1
Pt -0.24860 0.66640 -0.65884 0.61
C 1.31823 -0.96915 4.42637 -0.64
C 0.26197 0.09891 4.32177 0.02
C -0.14633 0.76217 5.47605 -0.20
C -1.12452 1.74264 5.44538 -0.17
C -1.72536 2.09503 4.24626 -0.22
C -1.32974 1.45830 3.08391 -0.18
C -0.34466 0.46851 3.11285 -0.40
P 0.06372 -0.25114 1.50069 1.01
C 1.88269 -0.26120 1.41485 -0.39
C 2.40522 1.00972 1.69814 -0.21
C 3.76237 1.25059 1.62755 -0.21
C 4.61071 0.22296 1.23668 -0.18
C 4.09750 -1.02561 0.93264 -0.20
C 2.73378 -1.30109 1.02221 0.01
C 2.25078 -2.68958 0.70100 -0.65
C -0.86830 -1.80087 1.40488 -0.42
C -1.36653 -2.45996 2.51988 -0.17
C -2.37321 -3.40526 2.38226 -0.21
C -2.92620 -3.63535 1.13007 -0.18
C -2.43907 -2.97060 0.01723 -0.23
C -1.36576 -2.08283 0.11982 0.06
C -0.77072 -1.46473 -1.06033 -0.54
H 1.21232 -1.51403 5.36422 0.23
H 2.31382 -0.51908 4.41714 0.24
H 1.27008 -1.68175 3.60556 0.21
H 0.31228 0.49661 6.42128 0.22
H -1.42466 2.22912 6.36443 0.23
H -2.48448 2.86480 4.21525 0.22
H -1.77301 1.73198 2.13243 0.23
H 1.72704 1.81032 1.97545 0.23
H 4.16065 2.22310 1.88469 0.23
H 5.67779 0.39376 1.17538 0.23
H 4.77017 -1.81962 0.63031 0.22
H 2.94373 -3.43508 1.09020 0.24
H 2.19708 -2.83777 -0.38049 0.23
H 1.26823 -2.88458 1.11926 0.23
H -0.99784 -2.21206 3.50688 0.23
H -2.75236 -3.92820 3.24967 0.23
H -3.75115 -4.32820 1.02751 0.23
H -2.87026 -3.15661 -0.96012 0.21
H -1.30553 -1.64701 -1.98699 0.21
H 0.29729 -1.63860 -1.16923 0.23
C -4.91326 0.38586 -2.63224 -0.44
N -4.02208 1.05037 -1.69665 -0.55
C -2.84186 1.56411 -1.99998 0.36
N -2.38462 1.47291 -3.24258 -0.76
S -1.97281 2.42117 -0.78299 -0.21
H -5.75373 -0.02559 -2.08284 0.24
H -4.39962 -0.43440 -3.13777 0.21
H -5.29842 1.08400 -3.37858 0.22
H -4.32261 1.18499 -0.74563 0.43
H -2.88691 0.98919 -3.97033 0.41
H -1.46280 1.81607 -3.44753 0.43
C 3.35709 1.23370 -4.24237 -1.06
Ge 1.43006 1.43927 -3.87340 1.50
C 0.87434 3.24173 -4.48400 -1.05
C 0.33197 0.10175 -4.84577 -1.08
C 1.18559 1.29257 -1.95672 -0.79
H 3.54329 1.41348 -5.30122 0.24
H 3.72332 0.24039 -3.98614 0.24
H 3.91773 1.96819 -3.66400 0.24
H 0.77892 3.23275 -5.56928 0.24
H 1.63615 3.96990 -4.20838 0.24
H -0.07296 3.55796 -4.04576 0.22
H -0.23968 0.57225 -5.64689 0.23
H -0.35379 -0.41879 -4.17537 0.22
H 0.97778 -0.64912 -5.30042 0.25
H 2.01976 1.69029 -1.36724 0.18
```

Properties
Kohn-Sham gap	6.3	eV
ΔE to the lowest compared entry with this formula, charge and spin	2.714	eV
HOMO level	-10.1	eV
net charge	+1
electronic energy	-4095.4469	Eh

The following is a quantum chemistry calculation of a molecular structure, C27H37BBr27N3O2S3 in a non-equilibrium geometry, from the Open Molecules 2025 dataset.

The geometry in XYZ format:
```
100
Properties=species:S:1:pos:R:3:lowdin_charge:R:1
C -0.02880 -2.80540 -0.59754 -0.15
C 1.29837 -3.11107 -1.46912 -0.23
C 1.19963 -2.17198 -2.75534 -0.20
C 2.29079 -2.47622 -3.88056 -0.19
N 3.32651 -1.41856 -4.04414 -0.17
C 4.22913 -1.31445 -2.87511 -0.27
C 4.93327 -2.66888 -2.44430 -0.17
C 5.97030 -2.51529 -1.24459 -0.18
C 6.20398 -1.02577 -0.74165 -0.17
C 5.15358 -0.55944 0.37103 -0.16
C 4.85238 -1.43281 1.59923 0.03
C 3.90632 -0.96745 2.64320 -0.02
B 3.60474 -1.87510 3.96470 -0.52
O 4.64301 -2.04793 4.91983 0.12
O 2.30796 -2.44788 4.07416 0.11
C 3.20908 0.38787 2.54596 -0.27
N 2.32415 0.96103 3.48250 -0.22
S 1.94152 2.43892 2.76039 0.91
N 2.81423 2.42941 1.33004 -0.29
C 3.52967 1.21765 1.28022 -0.26
C 4.50389 0.77457 0.17212 0.04
C 2.76465 -0.12292 -4.38245 -0.95
S 3.08450 1.28069 -3.50337 0.65
S 1.62952 0.11683 -5.83365 0.81
C 0.41780 1.45960 -5.43767 -0.49
C -0.28410 1.35454 -3.99805 -0.31
C -1.82021 1.82233 -3.96485 -0.11
H -0.84576 -3.58047 -0.75328 0.00
H -0.45843 -1.82187 -0.99653 0.08
H 0.20763 -2.61887 0.48850 0.03
H 2.18903 -2.78316 -0.83544 0.10
H 1.33000 -4.21563 -1.70815 0.11
H 1.19218 -1.10364 -2.38782 0.10
H 0.16621 -2.38378 -3.21844 0.07
H 1.72215 -2.52407 -4.87088 0.09
H 2.69221 -3.51629 -3.71211 0.12
H 3.68370 -0.92510 -1.94696 0.10
H 5.06718 -0.60631 -3.18749 0.11
H 5.45579 -3.11884 -3.34529 0.12
H 4.12822 -3.40155 -2.09792 0.09
H 6.98455 -2.90345 -1.59745 0.11
H 5.67830 -3.19749 -0.38117 0.10
H 6.29609 -0.25182 -1.55525 0.10
H 7.21270 -1.02583 -0.19900 0.12
H 5.37367 -2.42917 1.67095 0.11
H 5.36635 -1.44991 4.64267 0.10
H 2.36191 -3.42219 4.16265 0.11
H 4.69343 1.45226 -0.70305 0.10
H -0.41415 1.52762 -6.20503 0.08
H 0.99144 2.44573 -5.46352 0.07
H 0.27633 2.08974 -3.32681 0.08
H -0.13466 0.34164 -3.49499 0.08
H -2.12967 2.37091 -4.90513 0.07
H -2.01998 2.54723 -3.10492 0.04
H -2.45800 0.90733 -3.74491 0.05
C -3.30961 -2.76957 2.26954 -1.62
Br -1.67703 -1.80884 2.66885 0.59
Br -3.14129 -3.83764 0.66303 0.61
Br -3.91915 -3.81427 3.78360 0.56
H -4.07756 -2.02369 2.07588 -0.15
C -2.04005 -3.68789 -5.77444 -1.61
Br -0.86085 -3.74137 -7.30946 0.57
Br -1.36910 -4.76929 -4.32119 0.58
Br -2.39954 -1.87622 -5.20507 0.57
H -2.98777 -4.11842 -6.08675 -0.03
C -4.12361 1.61049 1.79053 -1.56
Br -2.45791 2.50931 2.19506 0.55
Br -3.94445 0.42688 0.26393 0.56
Br -4.83257 0.69099 3.34040 0.56
H -4.84340 2.37731 1.51581 -0.02
C -0.80615 5.71427 0.07628 -1.60
Br 0.79209 4.62208 -0.00485 0.55
Br -2.27966 4.90442 -0.88884 0.56
Br -1.28852 6.14861 1.90324 0.54
H -0.57763 6.65258 -0.42331 -0.09
C 2.52850 8.14193 0.22817 -1.61
Br 4.23722 9.03899 0.07257 0.57
Br 1.28756 9.14121 1.32861 0.56
Br 1.77481 7.72619 -1.50643 0.58
H 2.70983 7.19487 0.73119 -0.04
C -3.67335 0.68016 7.63832 -1.62
Br -2.03051 1.58573 7.15762 0.56
Br -3.92332 -0.94509 6.61595 0.53
Br -3.78586 0.35616 9.54458 0.55
H -4.49155 1.34744 7.38032 -0.03
C -7.99024 -0.33904 0.60044 -1.61
Br -8.49754 -0.37532 -1.26743 0.55
Br -9.52648 -0.48617 1.77030 0.58
Br -6.64847 -1.67460 1.00199 0.54
H -7.53895 0.63214 0.78886 -0.04
C -8.32818 -0.65263 -5.74910 -1.62
Br -6.90541 -1.32740 -4.62247 0.53
Br -10.07198 -1.19368 -5.10305 0.56
Br -8.21076 1.26618 -5.98290 0.56
H -8.19822 -1.10161 -6.73016 -0.03
C -1.02549 1.16607 12.76450 -1.63
Br 0.44522 0.52548 13.84928 0.56
Br -2.73891 0.60874 13.47523 0.54
Br -0.94573 3.08295 12.50245 0.56
H -0.92273 0.70628 11.78475 -0.04
```

Properties
Kohn-Sham gap	7.3	eV
ΔE to the lowest compared entry with this formula, charge and spin	3.898	eV
HOMO level	-8.3	eV
electronic energy	-72083.3867	Eh

The following is a quantum chemistry calculation of 2 unconnected molecules or ions with the total composition C27H37BO2S2 in a non-equilibrium geometry, from the Open Molecules 2025 dataset.

The geometry in XYZ format:
```
69
Properties=species:S:1:pos:R:3:nbo_charge:R:1
C -0.03071 -4.23293 -1.28053 -0.72
C -0.83062 -4.10485 -2.51617 0.17
C -0.54285 -3.36288 -3.65297 -0.13
C -1.55703 -3.25390 -4.67354 0.16
C -2.88907 -3.90099 -4.50768 -0.67
C -1.30999 -2.52197 -5.81231 -0.27
C -0.10941 -1.84974 -6.01065 0.19
C 0.09970 -1.03808 -7.24321 -0.66
C 0.86445 -1.92848 -5.02029 -0.26
C 0.70137 -2.66687 -3.87116 0.16
C 1.85238 -2.71757 -2.92688 -0.66
H -0.54444 -4.84630 -0.53590 0.25
H 0.92793 -4.71740 -1.46281 0.27
H 0.14622 -3.25899 -0.82051 0.29
H -1.77238 -4.62355 -2.50486 0.22
H -3.56600 -3.64136 -5.32264 0.24
H -2.80049 -4.98821 -4.48314 0.24
H -3.35942 -3.57487 -3.57991 0.24
H -2.07573 -2.43929 -6.56242 0.23
H 1.09566 -0.59079 -7.26798 0.24
H -0.00818 -1.65286 -8.13870 0.25
H -0.63100 -0.22906 -7.29960 0.26
H 1.77815 -1.37849 -5.15432 0.23
H 2.70031 -2.14880 -3.31293 0.24
H 1.59516 -2.28448 -1.96123 0.26
H 2.19288 -3.74339 -2.78629 0.23
C 0.24192 5.95440 6.10731 -0.63
C 0.49436 4.70836 5.35847 -0.23
C 1.44571 3.78324 5.63159 -0.26
C 1.44752 2.67725 4.72759 -0.29
C 0.50202 2.75965 3.77508 -0.40
B 0.22254 1.70552 2.60289 0.80
C -0.96358 0.72688 3.04256 -0.41
C -0.80771 -0.43698 3.69906 -0.28
C -2.03702 -1.11039 3.96729 -0.27
C -3.12810 -0.45378 3.50802 -0.23
C -4.52992 -0.89510 3.63281 -0.63
S -2.63659 1.02308 2.72968 0.40
O -0.16770 2.45410 1.36055 -0.74
C 0.96595 2.32976 0.50026 0.25
C 0.50816 2.37138 -0.95735 -0.62
C 1.92200 3.49030 0.79917 -0.64
C 1.61073 0.93396 0.91467 0.26
C 0.82299 -0.23626 0.31684 -0.64
C 3.08710 0.82486 0.53299 -0.63
O 1.46155 0.89202 2.33809 -0.73
S -0.41926 4.21008 3.96449 0.40
H 0.92874 6.05587 6.95024 0.21
H 0.36512 6.82571 5.46186 0.21
H -0.77729 5.96744 6.49716 0.21
H 2.13624 3.87920 6.45536 0.20
H 2.13788 1.84821 4.78514 0.22
H 0.16275 -0.81195 3.98697 0.22
H -2.09613 -2.05398 4.48792 0.19
H -4.59736 -1.85130 4.15630 0.21
H -5.11408 -0.16103 4.19021 0.21
H -4.98603 -1.01311 2.64820 0.20
H 1.34340 2.20024 -1.63497 0.19
H -0.25755 1.61957 -1.13915 0.20
H 0.07095 3.34300 -1.18265 0.21
H 2.78296 3.48429 0.13181 0.19
H 1.40291 4.44001 0.67933 0.22
H 2.27751 3.43087 1.82688 0.24
H 0.92341 -0.27373 -0.76713 0.17
H 1.18503 -1.17855 0.72579 0.20
H -0.23261 -0.14414 0.56725 0.24
H 3.22154 0.93506 -0.54271 0.19
H 3.67224 1.58798 1.04197 0.23
H 3.48082 -0.14592 0.83075 0.20
```

Properties
Kohn-Sham gap	2.0	eV
ΔE to the lowest compared entry with this formula, charge and spin	4.060	eV
HOMO level	-6.0	eV
electronic energy	-2022.6921	Eh